Formula: C13H23GeINO4RhS
Source: OMol25
Level of theory: ωB97M-V/def2-TZVPD

The geometry in XYZ format:
```
45
Properties=species:S:1:pos:R:3:nbo_charge:R:1
Rh 2.5856 -0.5579 -0.1370 1.1327
O 0.9720 2.1961 1.9404 -0.7844
S 1.4267 1.1043 1.1974 2.5127
O 2.7409 0.4314 1.5985 -0.7316
O 0.5133 -0.1306 1.1961 -0.9927
O 1.6433 1.2756 -0.2955 -0.8285
I 3.5093 -3.0312 -0.0822 0.5430
C 5.0629 -1.6343 -0.0865 0.0817
C 6.3814 -1.8566 0.1864 -0.2454
C 7.2086 -0.7297 0.1633 -0.0555
C 6.6809 0.5192 -0.1334 -0.2063
C 5.3298 0.6483 -0.3924 0.0886
N 4.5432 -0.4392 -0.3755 -0.4150
H 6.7567 -2.8438 0.4172 0.2818
H 8.2618 -0.8368 0.3899 0.2745
H 7.3091 1.3983 -0.1635 0.2806
H 4.8647 1.5963 -0.6265 0.2614
C -3.1220 0.4105 3.7029 -0.6068
C -4.1068 0.4205 2.5342 -0.4095
C -3.7723 1.4148 1.4099 -0.4099
C -2.2826 1.6226 1.1054 -0.8470
Ge -1.3984 -0.0337 0.6310 1.5577
C -1.2639 -0.3052 -1.2812 -0.8651
C -2.5015 -1.0504 -1.8036 -0.4059
C -2.4015 -1.3442 -3.3041 -0.3898
C -2.6510 -0.1177 -4.1807 -0.6145
H -3.4298 -0.3139 4.4548 0.2367
H -3.0768 1.3888 4.1862 0.2182
H -2.1060 0.1574 3.3910 0.1726
H -5.1038 0.6498 2.9081 0.2370
H -4.1875 -0.5888 2.1167 0.1953
H -4.1415 2.3982 1.7125 0.2331
H -4.3270 1.1694 0.5031 0.2171
H -1.7434 2.0447 1.9541 0.2555
H -2.1295 2.2866 0.2538 0.2501
H -1.8153 -1.3200 1.3341 -0.1432
H -0.3571 -0.9029 -1.4544 0.1925
H -1.1336 0.6684 -1.7554 0.2457
H -3.4002 -0.4514 -1.6309 0.2144
H -2.6151 -1.9952 -1.2661 0.2121
H -3.1517 -2.1035 -3.5318 0.2231
H -1.4282 -1.7894 -3.5306 0.1899
H -3.5449 0.4195 -3.8613 0.2118
H -2.7938 -0.4176 -5.2180 0.2341
H -1.8052 0.5733 -4.1764 0.1969
```

Output
Maximum force in eV Å⁻¹: 1.4
HOMO in eV: -15.23
Net charge: +2
LUMO energy in hartree: -0.3731
Kohn-Sham gap in eV: 5.072